Density functional theory data (ωB97M-V/def2-TZVPD) for C34H42BNO4S as an isolated structure.

Properties
ΔE to the lowest compared entry with this formula, charge and spin, kJ/mol: 999.2
LUMO level, eV: -0.299
Orbital gap, eV: 5.08

Each line ends with the Löwdin charge.
Positions of all 83 atoms, in Å:
C 2.3524 2.9854 3.1703  -0.104
C 1.0867 2.3916 2.7521  -0.589
C 0.1248 1.7909 3.5853  -0.109
C -0.8733 1.1362 2.9218  -0.015
C -0.7675 1.0797 1.4127  -0.559
B 2.2086 -2.1551 -0.9708  -0.512
C -2.0849 1.4929 0.7626  -0.211
C -3.1771 0.6469 0.9983  -0.036
C -4.3909 0.8668 0.3691  -0.019
C -4.5343 1.9082 -0.5709  -0.231
N -5.7487 2.1273 -1.1792  -0.193
C -5.9420 3.2187 -2.1313  -0.066
C -6.9128 1.2892 -0.8738  -0.072
C -3.3972 2.7295 -0.8180  -0.006
C -2.2159 2.5378 -0.1147  -0.056
O 2.1936 -3.2570 -1.6784  0.137
C 3.4969 -3.1584 -2.3304  -0.436
C 4.0199 -4.5742 -2.2342  -0.018
C 3.2317 -2.7471 -3.7855  -0.010
C 4.2749 -2.0603 -1.4465  -0.485
C 5.0494 -2.6501 -0.2757  -0.018
C 5.1917 -1.1369 -2.1828  -0.013
O 3.2073 -1.2866 -0.8559  0.103
S 0.5826 2.4034 1.1316  1.199
H 2.2159 3.4640 4.1456  0.093
H 3.1392 2.2254 3.2631  0.071
H 2.6360 3.7054 2.3975  0.073
H 0.2439 1.8511 4.6784  0.130
H -1.7499 0.7166 3.3998  0.124
H -3.0647 -0.2156 1.6452  0.119
H -5.2413 0.2585 0.6770  0.096
H -5.2603 3.1148 -2.9959  0.069
H -6.9858 3.2062 -2.4931  0.084
H -5.7386 4.1998 -1.6641  0.091
H -7.2425 1.3935 0.1774  0.090
H -7.7661 1.5559 -1.5220  0.082
H -6.6718 0.2244 -1.0349  0.085
H -3.4678 3.5671 -1.5146  0.105
H -1.3584 3.1915 -0.3180  0.096
H 4.9751 -4.7274 -2.7572  0.096
H 4.1404 -4.8760 -1.1824  0.090
H 3.2708 -5.2391 -2.6843  0.099
H 4.1579 -2.8538 -4.3600  0.090
H 2.4839 -3.4024 -4.2609  0.099
H 2.8540 -1.7216 -3.9193  0.097
H 5.8806 -3.2478 -0.6701  0.093
H 5.4489 -1.8042 0.3063  0.100
H 4.4105 -3.2591 0.3835  0.105
H 6.0333 -1.7615 -2.5096  0.100
H 4.6840 -0.6840 -3.0397  0.087
H 5.5567 -0.3626 -1.4902  0.102
C 1.0434 -1.3218 6.6175  -0.065
O 2.0142 -0.8048 5.6709  -0.093
C 1.7909 -1.0895 4.3617  -0.272
C 2.6152 -0.4595 3.3783  -0.011
C 2.1003 -0.2907 2.1116  -0.067
C 0.7426 -0.5868 1.9101  -0.241
C -0.1147 0.0895 0.8074  -0.287
C -0.3018 0.2815 -0.7572  -0.243
C 0.4886 1.0820 -1.5966  -0.075
C -0.1230 1.5996 -2.7417  0.000
C -1.4557 1.2325 -3.0579  -0.290
O -2.1773 2.0504 -3.8753  -0.100
C -3.3694 1.5070 -4.5084  -0.063
C -1.9949 0.0445 -2.4912  -0.009
C -1.4172 -0.3981 -1.3172  -0.034
C 0.1054 -1.5556 2.7496  -0.034
C 0.6780 -1.8794 3.9525  -0.031
H 1.4930 -1.1631 7.5946  0.087
H 0.0860 -0.7761 6.5430  0.100
H 0.8668 -2.3982 6.4703  0.081
H 3.6030 -0.0900 3.6600  0.118
H 2.7230 0.0785 1.2940  0.126
H 0.6493 -0.9623 0.1384  0.196
H 1.5017 1.3647 -1.3279  0.104
H 0.3896 2.3184 -3.3688  0.113
H -3.6777 2.2597 -5.2295  0.088
H -3.1575 0.5632 -5.0323  0.096
H -4.1623 1.3437 -3.7650  0.073
H -2.8822 -0.4468 -2.9185  0.114
H -1.9001 -1.1915 -0.7367  0.132
H -0.8948 -1.9502 2.4728  0.135
H 0.1776 -2.5486 4.6782  0.105

Cartesian forces (eV/Å) of the 6 atoms listed first:
C 0.8349 0.0420 -0.1207
C -1.1823 0.2290 -1.7859
C -0.9975 -0.1596 0.4845
C 0.9525 0.4060 0.5717
C -4.7798 3.9832 2.5614
B -6.0043 3.2231 3.8055


Density functional theory data (ωB97M-V/def2-TZVPD) for a 10-piece molecular cluster, C27H54O33S3 overall.

Properties
LUMO level, eV: 0.421
Structure (SMILES): O=S1(=O)OCCO1.O=S1(=O)OCCO1.O=S1(=O)OCCO1.COC(=O)OC.COC(=O)OC.COC(=O)OC.COC(=O)OC.COC(=O)OC.COC(=O)OC.COC(=O)OC
Orbital gap, eV: 10.80

Each line ends with the Löwdin charge.
Positions of all 117 atoms, in Å:
C 2.5041 -2.9180 -2.2060  -0.147
C 3.8182 -2.6045 -2.8758  -0.246
O 4.8462 -3.0043 -2.0646  -0.165
S 4.3538 -2.9029 -0.4762  0.766
O 4.8680 -1.7003 0.1967  -0.259
O 4.5003 -4.2165 0.2361  -0.277
O 2.7510 -2.7932 -0.7871  -0.202
H 2.3250 -3.9812 -2.3662  0.133
H 1.6563 -2.4439 -2.7005  0.128
H 3.9721 -1.5567 -3.1337  0.127
H 3.9567 -2.9880 -3.8867  0.143
C 0.5673 -3.5787 1.9023  -0.153
C 0.3670 -5.1261 1.9242  -0.179
O -0.0531 -5.4558 0.6500  -0.190
S -0.8881 -4.2610 -0.0707  0.683
O -2.1873 -4.1981 0.5020  -0.207
O -0.7642 -4.2648 -1.5168  -0.229
O 0.1646 -3.2000 0.6092  -0.230
H 1.5927 -3.2464 2.0643  0.120
H -0.0988 -3.0579 2.5902  0.108
H -0.3004 -5.4656 2.7163  0.127
H 1.2575 -5.7064 2.1658  0.132
C 0.4571 4.4525 -1.5100  -0.217
C 1.1163 3.9147 -2.7093  -0.190
O 0.5625 4.7127 -3.7446  -0.193
S -0.9428 5.2976 -3.3265  0.782
O -1.9249 4.6809 -4.2293  -0.261
O -0.8244 6.7881 -3.2136  -0.270
O -0.9387 4.5581 -1.8205  -0.183
H 0.8486 5.4248 -1.2107  0.134
H 0.5710 3.8342 -0.6196  0.137
H 0.8068 2.8732 -2.7964  0.116
H 2.1998 3.9399 -2.5928  0.149
C -6.3784 3.2270 -2.9890  -0.068
O -5.4801 2.7434 -2.0232  -0.004
C -4.3762 1.9907 -2.3269  -0.489
O -3.3853 1.7871 -1.5834  0.089
O -4.5091 1.3606 -3.5098  -0.025
C -3.4213 0.7063 -4.1184  -0.045
H -6.9977 2.4616 -3.4567  0.088
H -5.8309 3.5637 -3.8694  0.096
H -7.0829 3.9634 -2.6025  0.098
H -3.2023 -0.2313 -3.6074  0.082
H -2.5130 1.3074 -4.0763  0.090
H -3.6761 0.4564 -5.1483  0.101
C -5.8801 -1.0747 -0.5502  -0.111
O -4.6408 -0.6804 -0.3267  0.032
C -4.0409 -0.9390 0.7898  -0.663
O -4.5508 -1.2654 1.8006  0.173
O -2.7648 -0.6593 0.6299  0.014
C -1.9345 -0.8377 1.8287  0.027
H -6.6404 -0.7025 0.1365  0.106
H -6.1027 -2.1354 -0.6661  0.105
H -6.1817 -0.7045 -1.5301  0.096
H -1.7161 -1.8873 2.0257  0.077
H -2.4446 -0.4295 2.7012  0.076
H -1.0568 -0.2118 1.6674  0.080
C 1.4118 4.7187 3.1474  -0.029
O 2.4843 4.4364 2.2404  -0.024
C 3.5740 3.7390 2.6262  -0.582
O 4.1662 3.8783 3.7094  0.094
O 3.8510 2.8802 1.6727  -0.008
C 5.0252 2.0067 1.7838  0.008
H 1.7764 5.3856 3.9287  0.096
H 0.9609 3.8100 3.5462  0.078
H 0.5921 5.2625 2.6779  0.092
H 5.9852 2.4971 1.9453  0.096
H 5.1225 1.4849 0.8318  0.098
H 4.9944 1.3470 2.6510  0.078
C 5.2384 -2.0715 3.5325  0.032
O 3.7330 -2.0376 3.4209  0.012
C 3.0198 -1.0966 3.9713  -0.591
O 1.8070 -1.0817 3.9212  0.106
O 3.8257 -0.1072 4.5011  -0.054
C 3.2271 0.8802 5.2806  -0.062
H 5.7091 -1.1100 3.3276  0.089
H 5.5976 -2.7484 2.7573  0.079
H 5.5066 -2.5332 4.4828  0.096
H 2.9981 0.5223 6.2844  0.103
H 2.4152 1.4261 4.8002  0.086
H 4.0202 1.6018 5.4762  0.093
C -2.1141 2.6982 3.5891  0.012
O -2.4203 1.3500 4.1292  -0.051
C -1.4727 0.8017 4.9451  -0.521
O -0.3682 1.2534 5.0777  0.116
O -2.0427 -0.3939 5.4227  -0.030
C -1.3092 -1.2898 6.2313  -0.056
H -2.2668 3.5152 4.2943  0.096
H -2.7183 2.7423 2.6830  0.102
H -1.0424 2.6650 3.3933  0.055
H -1.2182 -2.2239 5.6770  0.090
H -1.8706 -1.5003 7.1416  0.091
H -0.3104 -0.9236 6.4690  0.089
C 0.6088 -0.6610 -5.6802  -0.013
O 0.1282 -1.9276 -6.1171  0.015
C -0.9672 -2.4690 -5.6627  -0.680
O -1.6832 -2.0417 -4.8717  0.187
O -1.1581 -3.5582 -6.4172  0.006
C -2.3268 -4.3305 -6.2056  -0.049
H 0.9488 -0.5606 -4.6495  0.070
H -0.3304 -0.1101 -5.7309  0.094
H 1.3753 -0.1803 -6.2882  0.100
H -2.5150 -4.6290 -5.1743  0.096
H -2.1754 -5.2362 -6.7929  0.095
H -3.2389 -3.8428 -6.5495  0.095
C 1.5714 0.6828 1.3746  -0.031
O 1.9341 1.0160 0.0159  -0.046
C 1.3428 0.5301 -1.2047  -0.455
O 1.8599 0.4067 -2.2847  0.122
O 0.0419 0.1527 -0.8743  -0.035
C -0.8756 -0.1141 -1.9300  -0.040
H 2.2809 1.1672 2.0455  0.075
H 1.5681 -0.3646 1.6760  0.082
H 0.6136 1.1438 1.6159  0.083
H -1.8909 -0.3601 -1.6188  0.083
H -0.4213 -0.8756 -2.5638  0.076
H -0.9119 0.7619 -2.5776  0.079

Cartesian forces (eV/Å) of the 6 atoms listed first:
C 0.6086 -1.9499 -0.8787
C -0.7741 2.1362 -2.4111
O 0.9967 -0.9224 3.4355
S -0.0719 -1.8803 2.3365
O -1.0873 -2.3554 -1.8640
O 0.1510 3.7397 -2.3219


Density functional theory data (ωB97M-V/def2-TZVPD) for a 2-piece molecular cluster, C3H11NOS overall.

Properties
ΔE to the lowest compared entry with this formula, charge and spin, kJ/mol: 243.0
LUMO level, eV: 0.906
Structure (SMILES): CNCCS.O
Orbital gap, eV: 8.97

Each line ends with the natural charge from an NBO analysis.
Positions of all 17 atoms, in Å:
C 1.0754 -0.4168 1.2000  -0.418
N -0.2343 -0.6684 0.5609  -0.661
C -0.7657 -0.6335 -0.8365  -0.222
C -1.7450 -1.6835 -1.2818  -0.562
S -1.1981 -3.3323 -1.0095  -0.018
H 1.2977 0.6191 1.5645  0.181
H 1.7955 -0.4422 0.2759  0.163
H 1.4633 -0.9112 2.0917  0.221
H -0.5066 -1.5630 0.9271  0.355
H -0.9651 0.4013 -1.0425  0.204
H 0.1062 -0.7896 -1.3844  0.171
H -2.7661 -1.5986 -0.9141  0.230
H -1.9097 -1.7261 -2.3633  0.241
H -2.0592 -3.7600 -0.1407  0.116
H 1.6455 5.2807 1.3523  0.465
H 2.4480 6.0676 0.2671  0.472
O 2.3183 5.1566 0.7333  -0.936

Cartesian forces (eV/Å) of the 6 atoms listed first:
C 1.9948 2.6012 -4.0821
N -2.2525 -1.5480 2.9112
C 2.5366 1.1497 1.4968
C -1.4847 0.3340 -0.1636
S 1.5882 -1.2945 -0.3940
H -1.1119 -0.1285 -0.5739


Density functional theory data (ωB97M-V/def2-TZVPD) for a 2-piece molecular cluster, C3H14N2O overall.

Properties
Total charge: +2
ΔE to the lowest compared entry with this formula, charge and spin, kJ/mol: 8.6
LUMO level, eV: -6.756
Orbital gap, eV: 12.95

Each line ends with the natural charge from an NBO analysis.
Positions of all 20 atoms, in Å:
C -0.5656 0.3419 0.9301  -0.245
C -0.6084 0.9528 -0.4508  -0.457
C -1.0344 -0.0565 -1.5049  -0.205
N -0.0276 -1.2215 -1.7069  -0.705
N -0.5685 1.3289 2.0729  -0.662
H 0.1526 -0.4549 1.1128  0.264
H -1.5344 -0.1600 1.0731  0.225
H 0.3176 1.4532 -0.7381  0.248
H -1.4365 1.6703 -0.4999  0.261
H -1.9789 -0.5217 -1.2290  0.239
H -1.1440 0.4051 -2.4777  0.259
H -0.4471 -2.1453 -1.5596  0.452
H 0.2332 -1.1585 -2.6902  0.461
H 0.7618 -1.1883 -1.0473  0.471
H -1.2712 2.0523 1.8945  0.449
H 0.3143 1.8455 2.0249  0.449
H -0.7383 0.9851 3.0188  0.471
H 3.0593 -0.5664 0.3930  0.511
H 2.5410 -1.9074 0.6737  0.507
O 2.2136 -1.0442 0.3772  -0.995

Cartesian forces (eV/Å) of the 6 atoms listed first:
C -2.1125 -1.4703 0.9480
C 0.0649 0.2866 -0.2459
C 0.2544 -0.9337 0.3889
N -0.9189 0.3796 0.1327
N 0.7433 1.1948 -1.2562
H 0.5234 0.5805 0.0187


Density functional theory data (ωB97M-V/def2-TZVPD) for one molecule with the formula C6H10.

Properties
ΔE to the lowest compared entry with this formula, charge and spin, kJ/mol: 307.0
LUMO level, eV: 1.140
Structure (SMILES): CC[C@H]1C=C1C
Orbital gap, eV: 9.91

Each line ends with the natural charge from an NBO analysis.
Positions of all 16 atoms, in Å:
C 1.1232 -0.7466 0.5007  -0.434
C 1.8009 0.5874 0.3506  -0.598
C -1.2748 -1.3610 0.1910  -0.209
C -0.0196 -0.9243 -0.3661  -0.255
C -1.3705 -0.1870 -0.3399  0.077
C -1.8471 1.1304 -0.5022  -0.655
H 1.8872 -1.4165 0.2491  0.210
H 0.6869 -0.7729 1.4762  0.197
H 2.9035 0.5725 0.4121  0.203
H 1.4455 1.2820 1.1113  0.198
H -1.6015 -2.2837 0.6017  0.217
H 1.5334 0.9662 -0.6265  0.198
H 0.3255 -1.1636 -1.3907  0.155
H -1.5913 1.4471 -1.5661  0.230
H -1.1636 1.7443 0.1254  0.241
H -2.8376 1.1256 -0.2266  0.225

Cartesian forces (eV/Å) of the 6 atoms listed first:
C 0.3290 1.9752 0.9760
C 0.5540 1.1288 0.0139
C -1.0965 -1.0499 -0.7319
C -0.3789 0.3794 -3.0919
C 2.5253 -2.1543 1.4339
C 2.5899 1.5394 -1.7187


Density functional theory data (ωB97M-V/def2-TZVPD) for a 4-piece molecular cluster, H8O4 overall.

Properties
Total charge: +1
ΔE to the lowest compared entry with this formula, charge and spin, kJ/mol: 136.3
<S²>: 0.755
LUMO level (spin up / spin down), eV: -4.654 / -12.319
2S+1: 2
Orbital gap (spin up / spin down), eV: 10.59 / 2.92

Each line ends with the Löwdin spin population.
Positions of all 12 atoms, in Å:
O 0.0525 0.6527 -2.4007  0.809
H -0.8527 0.4903 -2.1353  0.011
H 0.5807 0.2242 -1.7271  0.004
O -2.6113 -0.5315 -0.4496  0.005
H -1.8375 -0.3351 0.0785  0.000
H -3.1315 0.2715 -0.4210  0.000
O -0.0329 0.7535 0.4698  0.171
H 0.6061 0.6284 1.1714  0.002
H -0.2137 1.6935 0.4748  -0.002
O 2.6102 -1.2472 2.0130  0.001
H 2.8562 -0.7228 1.2509  0.000
H 1.9737 -1.8773 1.6754  0.000

Cartesian forces (eV/Å) of the 6 atoms listed first:
O 0.7345 1.1847 -0.9674
H -2.1774 -0.5338 0.3873
H 1.1406 -0.9661 1.1976
O 0.5296 0.1050 -0.7903
H 0.1484 -0.0837 0.5623
H -0.4922 0.1683 0.1115


Calculated max |F| in order - 7.81 5.47 5.24 2.74 3.62 2.28 eV/A